Run P
The molecule C2H4F2Si, computed with the ωB97M-V functional and the def2-TZVPD basis.

Results
**Kohn-Sham gap**: 10.81 eV
**SMILES string**: FC(F)=C[SiH3]

```
! RIJCOSX wB97M-V def2-TZVPD def2/J DEFGRID3
* xyz 0 1
F -0.95 2.59 0.30
C -0.63 1.30 0.50
F -0.78 1.00 1.75
C -0.06 0.50 -0.33
Si 0.51 -1.29 -0.12
H 0.09 0.78 -1.52
H 1.99 -1.05 -0.29
H -0.26 -1.94 -1.34
H 0.09 -1.88 1.04
*
```

=====

Run Q
A cluster of 2 separate species, C2H4F2Si in total, computed with the ωB97M-V functional and the def2-TZVPD basis.

Results
**Kohn-Sham gap (spin up / spin down)**: 8.94 / 7.45 eV

```
! RIJCOSX wB97M-V def2-TZVPD def2/J DEFGRID3
* xyz 0 1
C -0.10 1.87 1.03
C 0.43 0.80 1.57
F -0.56 -3.39 -1.49
F -1.05 -0.89 -2.23
Si -0.06 -1.90 -1.45
H -0.38 2.68 1.59
H -0.12 1.88 -0.01
H 0.60 0.44 2.60
H 1.24 -1.49 -1.61
*
```

=====

Relative calculated energies, zero for the most stable structure, unit kcal/mol: run P 0.0; run Q 8.5.

=====

Run P
A cluster of 2 separate species, C3H5Cl in total, computed with the ωB97M-V functional and the def2-TZVPD basis.

Results
**Kohn-Sham gap (spin up / spin down)**: 9.48 / 8.51 eV

```
! RIJCOSX wB97M-V def2-TZVPD def2/J DEFGRID3
* xyz 0 1
C 1.10 -0.09 0.06
C 0.90 1.16 -0.20
C -1.47 -0.98 0.20
Cl 2.14 2.25 -0.85
H 1.98 -0.61 0.17
H -0.12 1.53 -0.25
H -1.89 -0.78 -0.83
H -0.94 -1.97 0.45
H -1.69 -0.50 1.25
*
```

=====

Run Q
A cluster of 2 separate species, C3H5Cl in total, computed with the ωB97M-V functional and the def2-TZVPD basis.

Results
**Kohn-Sham gap**: 9.85 eV

```
! RIJCOSX wB97M-V def2-TZVPD def2/J DEFGRID3
* xyz 0 1
C -0.23 -0.06 -0.24
C -0.08 -1.34 -0.04
C 0.36 1.11 0.37
Cl -0.81 -2.66 -0.87
H -1.29 0.25 -1.69
H 0.69 -1.54 0.78
H -0.50 1.60 1.01
H 1.23 0.93 1.06
H 0.64 1.72 -0.37
*
```

=====

Run R
A cluster of 2 separate species, C3H5Cl in total, computed with the ωB97M-V functional and the def2-TZVPD basis.

Results
**Kohn-Sham gap**: 8.28 eV

```
! RIJCOSX wB97M-V def2-TZVPD def2/J DEFGRID3
* xyz 0 1
C -0.14 0.35 0.57
C -3.25 -0.16 1.27
C 0.14 0.10 -0.66
Cl -3.23 0.03 -0.35
H 0.05 1.31 1.00
H -0.59 -0.28 1.25
H 0.55 0.71 -1.48
H -0.20 -0.83 -1.18
H -3.99 0.69 1.67
*
```

=====

Run S
A structure of composition C3H5Cl, computed with the ωB97M-V functional and the def2-TZVPD basis.

Results
**Kohn-Sham gap**: 10.11 eV

```
! RIJCOSX wB97M-V def2-TZVPD def2/J DEFGRID3
* xyz 0 1
C 0.30 -1.13 0.08
C -0.47 0.17 0.09
C 0.11 1.41 -0.01
H 1.44 -1.03 -0.74
H -0.57 -1.69 -0.70
H 0.42 -1.59 1.09
H 1.24 1.54 0.00
H -0.34 2.31 0.17
Cl -2.13 0.01 0.01
*
```

=====

Relative calculated energies, zero for the most stable structure, unit kcal/mol: run P 61.4; run Q 30.9; run R 54.5; run S 0.0.

=====

Run P
A cluster of 2 separate species, CH5NOS2 in total, computed with the ωB97M-V functional and the def2-TZVPD basis.

Results
**Kohn-Sham gap (spin up / spin down)**: 7.19 / 3.67 eV
**<S²>**: 0.754

```
! RIJCOSX wB97M-V def2-TZVPD def2/J DEFGRID3
* xyz 1 2
S -2.77 1.16 0.21
S -0.84 1.29 0.70
H -2.47 1.34 -1.10
H -1.05 1.87 1.91
C 2.37 -1.41 -0.81
N 3.46 -1.55 0.03
O 1.87 -2.34 -1.38
H 2.09 -0.39 -1.09
H 4.17 -2.14 -0.37
H 3.72 -0.73 0.56
*
```

=====

Run Q
A cluster of 2 separate species, CH5NOS2 in total, computed with the ωB97M-V functional and the def2-TZVPD basis.

Results
**Kohn-Sham gap (spin up / spin down)**: 8.62 / 4.79 eV
**<S²>**: 0.755

```
! RIJCOSX wB97M-V def2-TZVPD def2/J DEFGRID3
* xyz 1 2
S 2.48 -0.94 0.23
S 1.73 0.90 0.31
H 1.36 -1.65 0.50
H 0.60 0.88 -0.44
C -2.98 0.06 -0.86
N -3.98 0.04 0.06
O -1.82 0.32 -0.56
H -3.27 -0.01 -1.91
H -3.62 0.07 1.00
H -4.65 -0.72 -0.01
*
```

=====

Run R
A cluster of 2 separate species, CH5NOS2 in total, computed with the ωB97M-V functional and the def2-TZVPD basis.

Results
**Kohn-Sham gap (spin up / spin down)**: 8.60 / 4.56 eV
**<S²>**: 0.755

```
! RIJCOSX wB97M-V def2-TZVPD def2/J DEFGRID3
* xyz 1 2
S 2.58 -0.31 1.15
S 1.04 -0.28 -0.11
H 3.46 0.34 0.36
H 0.10 0.33 0.68
C -2.60 0.10 -0.39
N -2.75 0.25 -1.71
O -2.22 1.03 0.31
H -2.73 -0.92 -0.01
H -2.60 1.14 -2.16
H -2.98 -0.50 -2.35
*
```

=====

Relative calculated energies, zero for the most stable structure, unit kcal/mol: run P 14.5; run Q 0.0; run R 3.4.

=====

Run P
A structure of composition N2O6Rb, computed with the ωB97M-V functional and the def2-TZVPD basis.

Results
**Kohn-Sham gap**: 7.26 eV

```
! RIJCOSX wB97M-V def2-TZVPD def2/J DEFGRID3
* xyz -1 1
Rb -0.63 1.53 0.47
N 2.67 0.89 0.31
O 2.17 1.98 -0.06
O 3.86 0.64 0.04
O 2.00 0.04 0.96
N -2.53 -1.31 -0.45
O -2.97 -0.20 0.03
O -1.60 -1.82 0.20
O -2.97 -1.74 -1.50
*
```

=====

Run Q
A structure of composition N2O6Rb, computed with the ωB97M-V functional and the def2-TZVPD basis.

Results
**Kohn-Sham gap**: 7.36 eV

```
! RIJCOSX wB97M-V def2-TZVPD def2/J DEFGRID3
* xyz -1 1
Rb -0.20 1.25 0.58
N 1.96 0.55 -0.31
O 2.71 1.54 0.04
O 0.97 0.59 -0.91
O 2.05 -0.70 -0.07
N -1.83 -0.83 0.13
O -1.54 -0.15 1.04
O -2.45 -0.21 -0.86
O -1.67 -2.03 0.37
*
```

=====

Relative calculated energies, zero for the most stable structure, unit kcal/mol: run P 0.0; run Q 158.5.

=====

Run P
The molecule C3H4N4O2S, computed with the ωB97M-V functional and the def2-TZVPD basis.

Results
**Kohn-Sham gap**: 10.38 eV
**SMILES string**: O=S1(=O)NCn2cnnc21

```
! RIJCOSX wB97M-V def2-TZVPD def2/J DEFGRID3
* xyz 0 1
O 0.57 0.36 2.56
S 0.89 0.86 1.25
O 1.98 1.79 1.11
N -0.48 1.49 0.57
C -1.19 0.48 -0.17
N -0.24 -0.53 -0.58
C -0.15 -1.63 -1.41
N 1.08 -2.06 -1.36
N 1.81 -1.46 -0.52
C 1.02 -0.40 0.00
H -0.88 2.02 1.33
H -1.39 0.86 -1.21
H -1.99 0.17 0.50
H -1.02 -1.94 -2.07
*
```

=====

Run Q
A cluster of 3 separate species, C3H4N4O2S in total, computed with the ωB97M-V functional and the def2-TZVPD basis.

Results
**Kohn-Sham gap**: 9.55 eV

```
! RIJCOSX wB97M-V def2-TZVPD def2/J DEFGRID3
* xyz 0 1
C 1.03 -0.60 1.47
C -0.38 2.62 2.13
C -0.39 -0.67 -0.72
N 1.37 2.15 -2.64
N 2.13 1.72 -1.92
N 2.98 1.46 -1.11
N 0.51 -0.53 0.39
O -1.32 2.78 2.73
O 0.63 2.34 1.68
S 1.58 -0.72 2.90
H -1.11 -1.47 -0.55
H -0.70 0.33 -0.88
H 0.28 -1.12 -1.49
H 3.46 0.62 -1.11
*
```

=====

Relative calculated energies, zero for the most stable structure, unit kcal/mol: run P 22.8; run Q 0.0.

=====

Run P
The molecule C4H6F2O, computed with the ωB97M-V functional and the def2-TZVPD basis.

Results
**Kohn-Sham gap**: 10.61 eV
**SMILES string**: C[C@@]1(O)CC1(F)F

```
! RIJCOSX wB97M-V def2-TZVPD def2/J DEFGRID3
* xyz 0 1
C -0.09 -1.23 0.84
C -0.23 -0.24 -0.25
O -1.11 -0.49 -1.30
C -0.10 1.23 0.19
C 0.98 0.66 -0.63
F 2.20 0.34 -0.12
F 1.12 0.97 -1.89
H 0.68 -0.89 1.57
H -1.05 -1.35 1.32
H 0.25 -2.20 0.44
H -1.97 -0.11 -1.15
H 0.15 1.41 1.22
H -0.84 1.90 -0.23
*
```

=====

Run Q
A cluster of 2 separate species, C4H6F2O in total, computed with the ωB97M-V functional and the def2-TZVPD basis.

Results
**Kohn-Sham gap (spin up / spin down)**: 7.29 / 9.83 eV

```
! RIJCOSX wB97M-V def2-TZVPD def2/J DEFGRID3
* xyz 0 1
C 0.05 1.19 0.60
C -0.69 0.17 0.47
C -0.40 2.60 0.94
C 0.59 -2.11 -0.94
O -0.42 -2.90 -0.59
F 0.86 -1.84 -2.26
F 1.78 -2.67 -0.49
H 1.18 1.15 0.45
H -1.02 -0.83 0.38
H -0.64 3.10 -0.15
H 0.45 3.20 1.27
H -1.27 2.70 1.43
H -0.46 -3.77 -1.11
*
```

=====

Relative calculated energies, zero for the most stable structure, unit kcal/mol: run P 0.0; run Q 102.3.

=====

Run P
A cluster of 3 separate species, C4H14NO in total, computed with the ωB97M-V functional and the def2-TZVPD basis.

Results
**Kohn-Sham gap**: 4.97 eV

```
! RIJCOSX wB97M-V def2-TZVPD def2/J DEFGRID3
* xyz 1 1
C 2.74 -0.08 -0.74
C 2.79 0.65 0.60
N -1.63 0.26 1.22
C -2.71 -0.08 0.35
C -2.35 0.22 -1.09
H 3.26 0.60 -1.43
H 1.71 -0.30 -1.14
H 3.32 -1.00 -0.75
H 2.04 0.27 1.30
H 3.78 0.56 1.03
H 2.62 1.71 0.44
H -1.86 -0.06 2.18
H -3.56 0.58 0.61
H -3.07 -1.11 0.53
H -2.27 1.31 -1.19
H -1.46 -0.24 -1.51
H -3.22 -0.02 -1.71
H -0.75 -0.28 0.92
H 0.26 -1.98 0.14
O 0.36 -1.01 0.23
*
```

=====

Run Q
A cluster of 2 separate species, C4H14NO in total, computed with the ωB97M-V functional and the def2-TZVPD basis.

Results
**Kohn-Sham gap**: 12.70 eV

```
! RIJCOSX wB97M-V def2-TZVPD def2/J DEFGRID3
* xyz 1 1
C 1.22 -0.71 1.10
C 0.60 0.62 0.79
N -0.12 0.51 -0.55
C 0.82 0.32 -1.67
C -0.41 1.07 1.82
H 0.73 -1.21 1.93
H 2.28 -0.67 1.34
H 1.24 -1.36 0.23
H 1.30 1.44 0.67
H -0.80 -0.24 -0.38
H -0.62 1.39 -0.69
H 1.50 1.17 -1.65
H 1.52 -0.47 -1.45
H 0.37 0.12 -2.64
H 0.03 1.06 2.81
H -1.23 0.34 1.87
H -0.88 2.02 1.54
H -2.30 -2.35 -1.17
H -2.80 -1.59 -2.39
O -2.46 -1.45 -1.51
*
```

=====

Relative calculated energies, zero for the most stable structure, unit kcal/mol: run P 171.3; run Q 0.0.